No. 1
DFT (the ωB97M-V functional and the def2-TZVPD basis) results for a 2-piece molecular cluster, C6H11N5 overall in a non-equilibrium geometry.

Net charge: +2
Kohn-Sham gap (alpha / beta): 7.95 / 4.85 eV
LUMO energy (alpha / beta): -5.65 / -9.93 eV
Energy relative to the best compared isomer or geometry (same formula, charge and spin): 0.00 kcal/mol
Multiplicity: 3

Element x y z (Å)
C: 4.074 0.231 -0.114
C: 5.025 1.204 -0.104
C: 7.102 -1.791 0.066
C: 5.999 -0.706 0.000
C: -11.482 0.759 0.401
C: 7.407 1.504 -0.059
N: 4.687 -0.970 -0.012
N: 7.878 -2.638 0.083
N: -10.477 -1.249 -0.006
N: -11.024 -0.105 -0.417
N: 6.254 0.618 -0.064
H: 3.027 0.314 -0.153
H: 4.903 2.244 -0.152
H: -11.490 0.589 1.504
H: -11.427 1.755 -0.025
H: 8.187 1.356 -0.884
H: 7.023 2.492 -0.007
H: 8.047 1.335 0.784
H: 8.435 -3.523 -0.087
H: -10.808 -2.146 -0.322
H: -10.450 -1.297 0.983
H: -10.890 0.024 -1.413

These are the Löwdin partial charges, in e, on atoms 1 to 4: atom 1 (C): -0.07, atom 2 (C): -0.02, atom 3 (C): 0.17, atom 4 (C): -0.26



No. 2
DFT (the ωB97M-V functional and the def2-TZVPD basis) results for a 2-piece molecular cluster, C6H11NO overall in a non-equilibrium geometry.

Net charge: -1
Kohn-Sham gap (alpha / beta): 6.36 / 5.65 eV
LUMO energy (alpha / beta): 3.76 / 3.06 eV
Energy relative to the best compared isomer or geometry (same formula, charge and spin): 89.08 kcal/mol
Multiplicity: 2

Element x y z (Å)
C: -1.268 -0.001 0.896
C: -0.441 -0.395 -0.236
C: -0.268 0.778 -1.291
N: -0.047 2.087 -0.746
C: 1.070 1.815 -0.096
C: 0.130 -1.597 -0.586
C: 0.630 -1.943 -1.849
H: -0.868 0.799 1.495
H: -1.405 -0.842 1.570
H: -2.251 0.351 0.649
H: 0.563 0.498 -1.992
H: 1.404 2.247 0.840
H: 1.869 1.236 -0.556
H: 1.387 -2.716 -1.876
H: 0.162 -2.380 0.220
H: 0.135 -1.563 -2.722
H: -1.230 0.681 -1.851
H: 0.489 -0.650 3.924
O: 0.150 -0.577 3.033

These are the Löwdin partial charges, in e, on atoms 1 to 4: atom 1 (C): -0.13, atom 2 (C): -0.26, atom 3 (C): -0.30, atom 4 (N): 0.00



No. 3
DFT (the ωB97M-V functional and the def2-TZVPD basis) results for an isolated ion of composition C6H11NO and charge -1 in a non-equilibrium geometry.

Net charge: -1
Kohn-Sham gap (alpha / beta): 3.45 / 6.72 eV
LUMO energy (alpha / beta): 3.97 / 3.92 eV
Energy relative to the best compared isomer or geometry (same formula, charge and spin): 49.35 kcal/mol
Multiplicity: 2

Element x y z (Å)
C: 0.840 -2.686 -0.327
C: 1.470 -1.417 0.316
C: 0.394 -0.401 0.695
C: 0.367 0.806 0.041
C: -0.810 1.620 -0.242
C: -0.876 2.975 -0.168
O: -2.031 3.594 -0.740
N: 0.607 -3.836 0.527
H: -0.039 -2.400 -0.909
H: 1.610 -2.996 -1.060
H: 2.154 -1.681 1.136
H: 2.082 -1.025 -0.496
H: -0.204 -0.636 1.568
H: 1.195 1.199 -0.572
H: -1.663 1.071 -0.642
H: -0.075 3.703 -0.071
H: -2.179 4.451 -0.345
H: 0.088 -3.652 1.367
H: 0.141 -4.597 0.049

These are the Löwdin partial charges, in e, on atoms 1 to 4: atom 1 (C): -0.34, atom 2 (C): -0.25, atom 3 (C): -0.23, atom 4 (C): -0.26



No. 4
DFT (the ωB97M-V functional and the def2-TZVPD basis) results for one molecule with the formula C6H11NO in a non-equilibrium geometry.

Kohn-Sham gap: 8.16 eV
LUMO energy: 0.96 eV
Energy relative to the best compared isomer or geometry (same formula, charge and spin): 50.38 kcal/mol

Element x y z (Å)
C: -1.647 -0.800 0.975
C: -0.275 -0.371 0.526
C: 0.848 -0.790 1.448
C: -0.023 -0.178 -0.824
N: -1.030 -0.100 -1.798
C: 1.194 0.675 -1.126
C: 0.993 1.941 -0.355
O: 0.234 2.006 0.614
H: -2.076 -1.542 0.299
H: -1.626 -1.291 1.946
H: -2.330 0.049 1.026
H: 1.594 -0.005 1.550
H: 1.358 -1.689 1.095
H: 0.486 -0.968 2.459
H: -1.957 -0.382 -1.513
H: -0.771 -0.455 -2.707
H: 2.120 0.195 -0.788
H: 1.272 0.912 -2.189
H: 1.635 2.793 -0.636

These are the Löwdin partial charges, in e, on atoms 1 to 4: atom 1 (C): -0.06, atom 2 (C): -0.31, atom 3 (C): -0.06, atom 4 (C): -0.32



No. 5
DFT (the ωB97M-V functional and the def2-TZVPD basis) results for C6H11NO as an isolated structure in a non-equilibrium geometry.

Kohn-Sham gap: 7.72 eV
LUMO energy: 0.92 eV
Energy relative to the best compared isomer or geometry (same formula, charge and spin): 121.94 kcal/mol

Element x y z (Å)
C: 1.187 -0.478 -1.124
C: -0.215 -1.197 -0.491
C: -1.595 0.977 0.238
C: 0.250 0.749 1.968
C: -0.620 0.066 0.942
N: 1.148 -0.105 -2.466
C: -0.699 -1.322 0.893
O: 1.038 -1.808 -0.815
H: 1.804 0.116 -0.456
H: -0.918 -1.219 -1.319
H: 1.008 -0.865 -3.120
H: 1.860 0.536 -2.773
H: -0.048 -1.886 1.555
H: -2.034 1.666 0.962
H: -2.418 0.427 -0.215
H: -1.096 1.568 -0.530
H: 0.614 1.724 1.638
H: 1.097 0.127 2.255
H: -0.364 0.923 2.859

These are the Löwdin partial charges, in e, on atoms 1 to 4: atom 1 (C): -0.34, atom 2 (C): -0.27, atom 3 (C): -0.05, atom 4 (C): -0.04



No. 6
DFT (the ωB97M-V functional and the def2-TZVPD basis) results for C6H11NO as an isolated structure in a non-equilibrium geometry.

Kohn-Sham gap: 8.82 eV
LUMO energy: 0.60 eV
Energy relative to the best compared isomer or geometry (same formula, charge and spin): 96.69 kcal/mol

Element x y z (Å)
C: 0.549 -0.426 -0.861
C: 0.295 -1.572 -0.053
C: 1.973 0.089 -0.940
C: -0.422 1.102 -0.107
C: -0.944 -0.060 1.804
C: -0.829 1.960 -1.027
O: -2.255 -0.392 1.449
N: -0.391 0.971 1.186
H: -2.591 -1.071 2.046
H: -0.006 -0.397 -1.792
H: -0.759 -0.103 2.878
H: 2.015 1.072 -1.408
H: 1.144 -2.177 0.252
H: -0.163 -1.077 1.138
H: -0.598 -2.143 -0.286
H: 2.405 0.175 0.058
H: 2.596 -0.593 -1.524
H: -1.446 2.803 -0.746
H: -0.574 1.840 -2.067

These are the Löwdin partial charges, in e, on atoms 1 to 4: atom 1 (C): -0.28, atom 2 (C): -0.07, atom 3 (C): -0.09, atom 4 (C): -0.29



No. 7
DFT (the ωB97M-V functional and the def2-TZVPD basis) results for one molecule with the formula C6H11NO in a non-equilibrium geometry.

Kohn-Sham gap: 9.23 eV
LUMO energy: 1.04 eV
Energy relative to the best compared isomer or geometry (same formula, charge and spin): 59.33 kcal/mol

Element x y z (Å)
N: -0.061 -0.961 2.860
C: 1.033 -0.571 1.916
C: 0.358 -0.160 0.596
C: 1.097 0.581 -0.291
C: 0.515 1.032 -1.621
C: -1.009 0.758 -1.749
C: -1.270 -0.599 -1.190
O: -0.952 -0.553 0.277
H: -0.820 -1.347 2.542
H: -0.201 -0.363 3.634
H: 1.725 0.169 2.379
H: 1.578 -1.593 1.796
H: 2.101 0.852 0.006
H: 1.096 0.525 -2.389
H: 0.728 2.141 -1.665
H: -1.425 0.748 -2.742
H: -1.520 1.475 -1.130
H: -2.294 -0.818 -1.464
H: -0.680 -1.316 -1.764

These are the Löwdin partial charges, in e, on atoms 1 to 4: atom 1 (N): 0.01, atom 2 (C): -0.17, atom 3 (C): -0.26, atom 4 (C): -0.06



No. 8
DFT (the ωB97M-V functional and the def2-TZVPD basis) results for one molecule with the formula C6H11NO in a non-equilibrium geometry.

Kohn-Sham gap: 7.75 eV
LUMO energy: -0.02 eV
Energy relative to the best compared isomer or geometry (same formula, charge and spin): 109.83 kcal/mol

Element x y z (Å)
C: 1.331 0.993 1.208
C: 1.299 0.129 -1.316
C: 0.772 -0.216 0.451
O: 1.176 -1.351 0.746
H: 0.940 0.953 2.228
H: 2.415 0.911 1.275
H: 1.074 -0.763 -1.901
H: 2.362 0.089 -1.087
H: 1.117 1.070 -1.840
H: 1.056 1.939 0.743
C: -1.792 -1.132 0.985
C: -0.986 0.013 0.376
N: -1.509 0.267 -2.116
C: -1.063 0.152 -1.013
H: -1.043 0.208 -3.014
H: -1.222 0.973 0.839
H: -1.680 -1.107 2.069
H: -1.394 -2.076 0.617
H: -2.854 -1.053 0.750

These are the Löwdin partial charges, in e, on atoms 1 to 4: atom 1 (C): -0.05, atom 2 (C): -0.07, atom 3 (C): -0.61, atom 4 (O): -0.06



No. 9
DFT (the ωB97M-V functional and the def2-TZVPD basis) results for one molecule with the formula C6H11NO in a non-equilibrium geometry.

Kohn-Sham gap: 10.51 eV
LUMO energy: 0.95 eV
Energy relative to the best compared isomer or geometry (same formula, charge and spin): 35.64 kcal/mol

Element x y z (Å)
C: 0.258 2.883 1.550
C: 0.201 1.640 1.115
C: -0.690 1.165 -0.014
C: 0.179 0.442 -1.041
C: 0.570 -0.984 -0.663
N: -0.569 -1.885 -0.387
C: -0.238 -3.222 -0.400
O: -1.139 -4.030 -0.214
H: -0.418 3.706 1.365
H: 0.985 3.166 2.333
H: 0.920 0.954 1.588
H: -1.439 0.439 0.325
H: -1.241 2.035 -0.384
H: -0.260 0.430 -2.038
H: 1.186 0.887 -1.148
H: 1.121 -1.500 -1.445
H: 1.302 -0.903 0.153
H: -1.524 -1.662 -0.185
H: 0.794 -3.561 -0.512

These are the Löwdin partial charges, in e, on atoms 1 to 4: atom 1 (C): -0.01, atom 2 (C): -0.20, atom 3 (C): -0.20, atom 4 (C): -0.20



No. 10
DFT (the ωB97M-V functional and the def2-TZVPD basis) results for one molecule with the formula C6H11NO in a non-equilibrium geometry.

Kohn-Sham gap: 10.04 eV
LUMO energy: 0.82 eV
Energy relative to the best compared isomer or geometry (same formula, charge and spin): 62.74 kcal/mol

Element x y z (Å)
C: 1.894 1.037 0.424
C: 0.615 0.859 -0.403
N: 0.269 -0.470 -0.861
C: 0.328 -1.432 -1.830
O: -0.471 -2.326 -1.907
C: -0.545 0.144 0.167
C: -0.305 -0.731 1.409
C: -2.006 0.566 -0.124
H: 2.534 0.196 0.540
H: 1.609 1.091 1.464
H: 2.513 1.806 0.089
H: 0.540 1.646 -1.198
H: 1.229 -1.325 -2.366
H: 0.280 -1.636 1.149
H: -1.388 -1.114 1.724
H: 0.018 -0.229 2.328
H: -2.222 0.628 -1.110
H: -2.184 1.475 0.401
H: -2.707 -0.187 0.103

These are the Löwdin partial charges, in e, on atoms 1 to 4: atom 1 (C): -0.03, atom 2 (C): -0.20, atom 3 (N): 0.01, atom 4 (C): -0.33



- The highest energy relative to the best compared isomer or geometry (same formula, charge and spin) belongs to which entry?
  number 5